Record 1
104
Properties=species:S:1:pos:R:3:lowdin_charge:R:1 method="wB97M-V/def2-TZVPD" total_energy_ha=-1971.93459 homo_ev=-8.776
C -5.80 26.06 4.83 -0.607
O -5.19 25.09 5.30 -0.046
N -5.37 27.34 5.02 0.185
N -6.81 25.86 3.94 0.183
H -5.83 28.07 4.51 0.100
H -4.52 27.46 5.56 0.060
H -7.35 26.58 3.50 0.104
H -6.95 24.87 3.79 0.066
C -5.63 22.81 8.43 -0.672
O -6.25 22.14 9.25 -0.003
N -6.25 23.62 7.52 0.160
N -4.28 22.74 8.23 0.180
H -7.24 23.74 7.63 0.095
H -5.74 23.96 6.71 0.047
H -3.70 22.10 8.74 0.056
H -3.84 23.51 7.75 0.043
C -3.48 27.99 11.03 -0.057
C -3.58 26.61 10.40 -0.446
C -4.49 25.65 11.12 -0.243
O -4.05 25.47 12.44 -0.177
C -4.88 24.52 13.11 -0.086
N -4.00 26.74 8.99 0.054
H -3.02 28.70 10.35 0.069
H -2.88 27.91 11.94 0.077
H -4.46 28.36 11.36 0.081
H -2.56 26.19 10.43 0.121
H -4.54 24.71 10.55 0.120
H -5.53 26.02 11.04 0.133
H -4.66 23.54 12.68 0.090
H -5.93 24.82 12.99 0.087
H -4.65 24.53 14.17 0.083
H -3.81 25.86 8.51 0.030
H -3.37 27.42 8.58 0.042
C -0.79 22.12 8.03 -0.057
C -0.46 21.49 9.39 -0.407
C -1.36 20.31 9.70 -0.204
O -2.70 20.78 9.68 -0.225
C -3.64 19.74 9.70 -0.099
N 0.94 20.94 9.35 0.026
H -0.67 21.37 7.25 0.089
H -0.01 22.87 7.84 0.061
H -1.69 22.72 7.97 0.050
H -0.41 22.27 10.15 0.135
H -1.12 19.98 10.72 0.135
H -1.22 19.53 8.95 0.129
H -4.66 20.15 9.65 0.076
H -3.62 19.28 10.70 0.094
H -3.52 18.96 8.95 0.093
H 0.91 20.10 8.78 0.062
H 1.48 21.58 8.77 0.059
C 3.87 27.58 8.58 -0.060
C 3.13 27.03 7.36 -0.437
C 1.64 26.97 7.62 -0.238
O 1.42 26.11 8.70 -0.159
C 0.07 25.82 8.89 -0.097
N 3.38 27.94 6.22 0.034
H 4.90 27.81 8.33 0.073
H 3.78 26.93 9.45 0.077
H 3.37 28.50 8.91 0.084
H 3.55 26.02 7.21 0.139
H 1.12 26.54 6.75 0.081
H 1.25 27.99 7.73 0.140
H -0.35 25.50 7.92 0.069
H -0.56 26.68 9.14 0.089
H -0.13 25.04 9.62 0.093
H 3.07 27.41 5.40 0.068
H 4.38 27.97 6.03 0.070
C -4.66 21.33 1.52 -0.074
C -5.30 22.38 2.40 -0.440
C -6.58 21.93 3.05 -0.197
O -7.33 23.06 3.45 -0.241
C -8.34 22.80 4.40 -0.101
N -4.34 22.74 3.47 0.057
H -4.56 20.41 2.12 0.083
H -3.63 21.60 1.29 0.073
H -5.19 21.00 0.62 0.075
H -5.61 23.24 1.78 0.140
H -6.50 21.24 3.90 0.138
H -7.15 21.39 2.27 0.131
H -8.91 23.72 4.56 0.088
H -7.99 22.55 5.40 0.083
H -8.96 21.99 4.01 0.093
H -4.90 23.36 4.06 0.031
H -3.61 23.37 3.14 0.069
C -1.33 28.96 4.03 -0.054
C -1.72 27.60 4.60 -0.412
C -0.53 26.65 4.77 -0.194
O -1.02 25.33 4.89 -0.215
C -0.05 24.33 4.68 -0.088
N -2.48 27.85 5.83 0.046
H -0.75 29.59 4.71 0.081
H -2.24 29.44 3.68 0.078
H -0.67 28.78 3.18 0.077
H -2.37 27.15 3.85 0.141
H 0.03 26.99 5.64 0.096
H 0.07 26.72 3.85 0.129
H -0.51 23.34 4.76 0.095
H 0.75 24.33 5.43 0.088
H 0.41 24.45 3.70 0.093
H -2.75 26.99 6.31 0.032
H -1.92 28.44 6.44 0.082
O -2.74 25.01 6.96 -0.099
H -3.41 24.87 6.26 0.031
H -1.93 25.22 6.46 0.014

---

Record 2
99
Properties=species:S:1:pos:R:3:mulliken_spin:R:1 method="wB97M-V/def2-TZVPD" total_energy_ha=-1705.27257 multiplicity=2 homo_ev="0.391 / -7.365" charge=-1
C 24.49 10.58 -13.15 -0.005
C 23.21 10.61 -12.26 -0.014
O 22.14 10.93 -13.10 0.000
H 25.30 10.46 -12.43 0.011
H 24.57 11.50 -13.74 -0.003
H 24.38 9.64 -13.70 -0.001
H 23.32 11.33 -11.45 -0.005
H 23.01 9.64 -11.80 0.009
H 21.34 10.62 -12.67 0.001
C 24.37 13.97 -8.52 -0.106
C 25.65 14.51 -7.88 0.093
O 26.07 15.63 -8.58 -0.081
H 23.62 14.75 -8.67 0.029
H 23.94 13.20 -7.89 0.039
H 24.54 13.59 -9.53 0.026
H 26.40 13.72 -7.89 0.011
H 25.48 14.74 -6.83 0.029
H 26.47 16.24 -7.97 0.007
C 21.53 7.67 -2.62 0.453
C 21.20 9.05 -3.37 0.173
O 21.73 9.17 -4.65 -0.400
H 22.54 7.76 -2.22 -0.237
H 21.62 6.81 -3.28 0.009
H 20.89 7.43 -1.78 -0.022
H 21.41 9.95 -2.78 0.128
H 20.12 9.06 -3.47 0.173
H 22.64 9.48 -4.63 0.568
C 18.38 6.82 -10.43 -0.002
C 18.92 7.31 -9.13 -0.018
O 19.83 8.38 -9.44 -0.177
H 19.12 6.50 -11.17 0.007
H 17.74 7.50 -10.99 0.005
H 17.84 5.90 -10.20 -0.014
H 19.36 6.57 -8.47 0.045
H 18.13 7.80 -8.56 0.013
H 20.30 8.68 -8.66 -0.013
C 25.25 10.43 -8.53 0.241
C 25.96 9.09 -8.69 0.328
O 26.45 8.89 -10.00 -0.120
H 24.30 10.53 -9.06 0.156
H 25.88 11.27 -8.81 -0.002
H 25.02 10.69 -7.49 -0.149
H 25.22 8.28 -8.64 -0.075
H 26.79 8.97 -8.00 -0.143
H 27.37 9.16 -9.98 0.035
C 21.70 12.48 -3.82 0.023
C 21.84 13.86 -4.44 0.169
O 23.11 14.43 -4.09 -0.202
H 21.81 12.55 -2.73 -0.027
H 22.41 11.78 -4.25 0.107
H 20.72 12.04 -4.00 0.085
H 20.98 14.47 -4.14 0.069
H 21.76 13.77 -5.52 -0.038
H 23.14 15.34 -4.39 0.024
C 17.80 10.25 -5.92 0.098
C 17.27 11.21 -6.95 0.018
O 16.06 11.75 -6.49 -0.016
H 18.83 9.94 -6.09 -0.009
H 17.22 9.32 -5.96 -0.003
H 17.78 10.70 -4.92 -0.003
H 17.15 10.62 -7.86 0.015
H 18.05 11.95 -7.14 -0.013
H 15.45 11.01 -6.45 -0.003
C 21.96 14.83 -11.16 -0.002
C 22.00 16.20 -11.81 0.006
O 20.71 16.80 -11.61 -0.002
H 21.69 14.88 -10.11 -0.002
H 22.94 14.35 -11.21 0.003
H 21.27 14.16 -11.67 -0.001
H 22.12 16.04 -12.88 0.000
H 22.80 16.87 -11.50 0.001
H 20.66 17.51 -12.26 0.000
C 19.02 6.93 -5.53 0.017
C 19.30 5.42 -5.28 0.122
O 18.08 4.79 -4.94 -0.078
H 19.98 7.36 -5.83 -0.027
H 18.58 7.46 -4.69 -0.025
H 18.29 7.02 -6.34 0.033
H 19.97 5.30 -4.43 0.023
H 19.77 4.94 -6.14 0.011
H 17.97 4.89 -3.99 0.014
C 18.93 11.59 -12.89 0.000
C 18.86 10.66 -11.72 0.002
O 19.94 9.75 -11.75 -0.003
H 18.17 12.36 -12.89 0.000
H 18.84 11.11 -13.86 0.000
H 19.84 12.19 -12.95 0.000
H 18.00 10.00 -11.86 0.003
H 18.89 11.27 -10.82 -0.001
H 19.94 9.18 -10.98 0.003
C 21.16 11.77 -8.56 0.102
C 21.54 11.13 -7.23 -0.612
O 21.19 9.75 -7.22 0.138
H 21.57 12.78 -8.60 0.020
H 20.11 11.64 -8.81 0.007
H 21.65 11.16 -9.32 -0.036
H 21.00 11.66 -6.44 0.090
H 22.60 11.24 -7.02 -0.020
H 21.44 9.40 -6.36 -0.083